No. 1
DFT (ωB97M-V/def2-TZVPD) results for a structure of composition C40H37N8O3S3Ti.

Structure (XYZ):
```
92
Properties=species:S:1:pos:R:3:mulliken_spin:R:1
Ti -0.12 -0.86 0.33 1.062
N 0.84 -3.80 -1.32 0.001
C 0.93 -3.90 0.02 -0.014
N 1.44 -5.01 0.51 0.044
C 1.50 -5.06 1.86 0.018
N 2.11 -6.13 2.39 0.021
N 0.99 -4.16 2.69 0.060
C 0.44 -3.08 2.12 0.174
N 0.47 -2.86 0.75 0.019
C -0.30 -2.15 2.90 0.182
C -0.43 -2.27 4.30 0.006
C -1.24 -1.40 4.97 0.103
C -1.94 -0.40 4.25 0.057
C -1.76 -0.32 2.90 0.028
N -0.95 -1.15 2.21 0.082
H 1.15 -4.57 -1.88 0.001
H 0.53 -2.94 -1.75 0.012
H 2.48 -6.83 1.78 0.001
H 2.17 -6.22 3.38 -0.001
H 0.12 -3.05 4.80 0.011
H -1.35 -1.48 6.05 0.009
H -2.60 0.29 4.75 0.004
H -2.27 0.43 2.31 0.025
S -1.19 6.07 -0.71 0.000
C -0.66 7.05 0.58 -0.001
C -0.47 6.33 1.72 0.000
C -0.77 4.96 1.55 -0.001
C -1.18 4.67 0.27 -0.002
C -1.57 3.36 -0.25 -0.009
C -0.89 2.21 0.21 0.008
N -1.18 0.99 -0.19 -0.014
C -2.18 0.82 -1.09 0.016
C -2.91 1.89 -1.62 -0.010
C -3.96 1.63 -2.56 -0.001
C -4.29 0.37 -2.90 -0.002
C -3.62 -0.75 -2.31 -0.001
C -3.98 -2.09 -2.56 0.008
C -3.34 -3.12 -1.90 0.001
C -2.31 -2.78 -1.00 0.009
N -1.92 -1.54 -0.78 0.014
C -2.56 -0.53 -1.42 0.015
C -3.67 -4.53 -2.10 0.000
C -2.93 -5.63 -1.73 0.000
C -3.55 -6.85 -2.08 0.000
C -4.73 -6.67 -2.72 -0.001
S -5.12 -5.01 -2.90 0.000
C -2.57 3.18 -1.18 0.016
H -0.50 8.11 0.43 0.000
H -0.14 6.77 2.65 0.000
H -0.71 4.22 2.33 0.001
H -0.06 2.30 0.90 0.013
H -4.49 2.47 -2.99 0.000
H -5.09 0.17 -3.60 0.000
H -4.77 -2.29 -3.26 0.001
H -1.80 -3.54 -0.43 0.002
H -1.98 -5.57 -1.22 0.000
H -3.13 -7.82 -1.88 0.000
H -5.41 -7.42 -3.10 0.000
H -3.12 4.03 -1.56 0.000
C 3.34 6.22 0.85 0.000
C 3.21 4.72 0.88 0.000
C 3.74 3.93 -0.12 0.000
C 3.61 2.54 -0.12 0.001
C 4.36 1.83 -1.22 0.000
C 2.85 1.93 0.88 -0.001
C 2.37 2.72 1.96 0.001
C 1.76 2.14 3.22 -0.004
C 2.56 4.09 1.93 -0.001
C 2.51 0.47 0.78 0.025
O 3.25 -0.38 0.30 0.000
O 1.30 0.18 1.20 0.037
H 4.02 6.55 0.07 0.000
H 3.71 6.60 1.81 0.000
H 2.36 6.68 0.68 0.000
H 4.30 4.40 -0.93 0.000
H 5.43 1.98 -1.06 0.000
H 4.12 2.27 -2.19 0.000
H 4.18 0.76 -1.23 0.000
H 0.92 1.48 3.04 0.008
H 1.45 2.95 3.88 -0.002
H 2.51 1.55 3.75 0.001
H 2.21 4.68 2.77 0.000
C 1.30 -0.21 -4.12 0.001
S 1.89 -0.24 -2.43 0.001
C 3.08 -1.58 -2.60 0.004
O 0.69 -0.79 -1.66 -0.038
H 2.12 0.09 -4.77 0.000
H 0.51 0.53 -4.17 0.000
H 0.92 -1.19 -4.40 0.000
H 3.40 -1.83 -1.59 -0.001
H 2.63 -2.43 -3.10 0.001
H 3.92 -1.18 -3.17 0.000
```

Results
- Spin multiplicity: 3
- Energy relative to the best compared isomer or geometry (same formula, charge and spin): 10.0 kcal per mole
- Charge: +1
- Maximum force: 0.931 eV Å⁻¹
- LUMO level (spin up / spin down): -3.238 / -3.305 eV
- HOMO (spin up / spin down): -7.67 / -10.57 eV

No. 2
DFT (ωB97M-V/def2-TZVPD) results for a structure of composition C40H38BeBrFIN3O4P.

Structure (XYZ):
```
90
Properties=species:S:1:pos:R:3:mulliken_charge:R:1
Be 1.02 0.75 -0.19 0.173
C -3.70 -3.21 4.10 -1.010
C -2.34 -3.73 3.66 -0.986
N -1.78 -2.89 2.59 0.304
C -0.95 -1.82 2.91 -0.023
C -0.32 -1.02 2.04 -0.635
C 0.57 0.14 2.44 0.264
O 0.72 0.31 3.69 -0.792
O 1.05 0.80 1.48 -0.252
C -0.50 -1.28 0.62 2.015
O 0.05 -0.60 -0.24 -0.965
C -1.39 -2.40 0.23 0.539
C -1.59 -2.65 -1.12 -0.698
C -2.46 -3.66 -1.51 0.629
F -2.60 -3.85 -2.84 -0.348
C -3.16 -4.45 -0.59 -0.924
C -2.93 -4.16 0.78 -0.441
C -2.04 -3.16 1.23 -0.513
N -4.11 -5.43 -0.95 0.137
C -4.41 -5.60 -2.40 -0.763
C -5.57 -6.61 -2.61 -0.718
N -6.39 -6.68 -1.35 -0.164
C -5.61 -7.24 -0.19 -0.801
C -4.16 -6.69 -0.18 -0.496
H -4.10 -3.84 4.91 0.380
H -4.42 -3.22 3.28 0.297
H -3.63 -2.18 4.47 0.336
H -2.40 -4.78 3.36 0.441
H -1.66 -3.72 4.53 0.432
H -0.82 -1.65 3.98 0.550
H -1.08 -2.05 -1.87 0.718
H -3.51 -4.68 1.53 0.474
H -3.53 -5.96 -2.95 0.448
H -4.74 -4.64 -2.82 0.494
H -5.20 -7.62 -2.81 0.329
H -6.23 -6.29 -3.42 0.378
H -7.28 -7.16 -1.49 0.347
H -6.59 -5.70 -1.10 0.403
H -5.63 -8.33 -0.27 0.353
H -6.15 -6.94 0.71 0.423
H -3.49 -7.42 -0.65 0.327
H -3.84 -6.60 0.86 0.380
O 2.68 0.75 -0.19 -0.074
P 3.50 1.96 -0.63 1.787
C 4.57 1.56 -2.03 -0.055
C 4.72 0.22 -2.42 -0.361
C 5.53 -0.12 -3.50 -0.683
C 6.20 0.87 -4.21 -0.383
C 6.06 2.21 -3.84 -0.718
C 5.25 2.55 -2.75 -0.203
C 2.43 3.30 -1.20 0.633
C 1.22 2.97 -1.83 -0.399
C 0.37 3.97 -2.30 -0.577
C 0.72 5.31 -2.15 -0.563
C 1.92 5.65 -1.53 -0.929
C 2.77 4.65 -1.06 -0.515
C 4.50 2.57 0.74 0.049
C 5.91 2.55 0.72 -0.480
C 6.64 3.04 1.81 -0.731
C 5.97 3.54 2.93 -0.447
C 4.58 3.54 2.97 -0.805
C 3.85 3.06 1.88 0.051
H 4.19 -0.57 -1.88 0.383
H 5.64 -1.16 -3.80 0.387
H 6.83 0.61 -5.06 0.389
H 6.58 2.98 -4.39 0.393
H 5.15 3.60 -2.48 0.383
H 0.93 1.93 -1.94 -0.268
H -0.57 3.71 -2.78 0.773
H 0.06 6.09 -2.52 0.438
H 2.20 6.70 -1.42 0.405
H 3.71 4.94 -0.58 0.464
H 6.45 2.15 -0.13 0.385
H 7.72 3.02 1.78 0.406
H 6.54 3.91 3.77 0.378
H 4.06 3.92 3.85 0.423
H 2.77 3.05 1.93 0.175
Br -3.02 4.88 -1.43 -0.139
C -2.00 5.34 0.11 0.145
C -2.33 6.56 0.73 -0.491
C -1.63 6.98 1.87 -0.568
C -0.61 6.19 2.39 -0.737
C -0.28 4.98 1.77 -0.188
C -0.97 4.55 0.63 0.436
I -0.38 2.71 -0.19 -0.241
H -3.12 7.19 0.34 0.381
H -1.89 7.92 2.34 0.369
H -0.07 6.51 3.27 0.398
H 0.52 4.38 2.20 0.395
H 1.02 0.75 -1.62 0.089
```

Results
- Charge: +1
- Maximum force: 7.554 eV Å⁻¹
- LUMO level: -3.383 eV
- HOMO: -7.74 eV

No. 3
DFT (ωB97M-V/def2-TZVPD) results for a structure of composition C40H38F2LiN2O4.

Structure (XYZ):
```
87
Properties=species:S:1:pos:R:3:mulliken_charge:R:1
C 2.26 6.93 1.42 -0.688
O 1.29 5.89 1.72 -0.275
C 1.87 4.82 2.50 -0.992
C 1.40 3.36 2.04 0.092
C 2.34 2.50 1.15 0.116
F 3.59 3.12 0.79 -0.377
C 1.96 1.06 0.66 0.110
C 2.96 0.25 -0.29 -0.418
C 4.51 0.28 0.22 -0.560
C 5.35 1.16 -0.83 -0.767
C 5.55 0.36 -2.23 -0.508
N 6.65 -0.64 -2.11 0.265
C 6.85 -1.53 -3.23 -0.312
C 7.99 -2.54 -2.96 -0.465
C 8.46 -2.12 -1.53 -0.504
C 7.61 -0.92 -1.06 -0.229
C 0.58 0.46 1.14 0.241
C -0.36 1.35 2.04 0.111
C 0.00 2.78 2.49 0.260
C -0.89 3.74 3.38 0.379
C -1.19 3.61 4.88 -0.261
C -2.08 4.63 5.57 -0.249
N -2.71 5.81 5.08 -0.512
C -2.41 5.88 3.69 -0.307
C -1.60 4.98 2.78 -0.314
C -1.74 0.68 2.47 0.160
O -2.20 0.91 3.61 -0.528
C -2.42 -0.28 1.38 0.265
C -3.95 -0.37 1.14 0.157
C -5.00 0.50 1.95 -0.972
C -5.72 1.63 1.06 0.319
C -4.77 2.84 0.61 -0.860
F -6.36 1.12 -0.13 -0.357
C -4.50 -1.32 0.04 -0.684
C -3.59 -2.21 -0.88 0.661
C -4.33 -3.09 -1.98 -0.776
C -3.67 -4.51 -2.27 0.510
C -4.12 -5.76 -1.44 -0.582
C -3.53 -7.19 -1.70 -0.438
C -2.46 -7.45 -2.82 -0.308
C -2.00 -6.21 -3.66 -0.381
C -0.93 -6.43 -4.83 -0.561
C -2.60 -4.79 -3.38 -0.168
C -2.07 -2.13 -0.64 -0.116
O -1.17 -2.91 -1.42 -0.537
C -1.50 -1.18 0.47 0.278
C 0.08 -1.01 0.74 0.142
O 0.82 -2.02 0.66 -0.570
H 2.59 6.79 0.33 0.249
H 1.81 7.99 1.48 0.259
H 3.16 6.94 2.15 0.307
H 3.02 4.82 2.49 0.469
H 1.57 4.98 3.61 0.310
H 2.95 0.79 -1.31 0.367
H 2.66 -0.83 -0.49 0.237
H 4.93 -0.76 0.40 0.433
H 4.56 0.84 1.23 0.323
H 6.37 1.43 -0.38 0.349
H 4.84 2.15 -1.13 0.301
H 5.79 1.10 -3.08 0.275
H 4.58 -0.21 -2.48 0.315
H 6.33 -1.61 -4.24 0.289
H 8.34 -3.35 -3.67 0.330
H 9.32 -2.64 -0.99 0.307
H 7.67 -0.34 -0.08 0.258
H -0.75 2.74 5.48 0.302
H -2.28 4.44 6.69 0.308
H -2.88 6.81 3.17 0.308
H -1.50 5.20 1.67 0.369
H -5.83 -0.20 2.35 0.357
H -4.56 1.02 2.88 0.324
H -6.56 2.07 1.72 0.310
H -4.84 3.66 1.41 0.254
H -5.16 3.22 -0.40 0.329
H -3.66 2.55 0.49 0.107
H -5.63 -1.37 -0.11 0.211
H -5.41 -3.29 -1.63 0.390
H -4.42 -2.46 -2.95 0.372
H -4.91 -5.69 -0.62 0.354
H -3.88 -8.12 -1.12 0.332
H -2.04 -8.50 -3.05 0.366
H -0.71 -5.46 -5.40 0.304
H -1.40 -7.15 -5.60 0.131
H 0.06 -6.89 -4.50 0.279
H -2.24 -3.90 -4.01 0.170
H -0.76 -3.59 -0.82 0.321
Li -3.33 -7.19 -5.76 0.934
```

Results
- Charge: +1
- Maximum force: 6.444 eV Å⁻¹
- LUMO level: -4.609 eV
- HOMO: -9.03 eV

No. 4
DFT (ωB97M-V/def2-TZVPD) results for a cluster of 3 separate species, C40H38F3N3O7P in total.

Structure (XYZ):
```
92
Properties=species:S:1:pos:R:3:mulliken_charge:R:1
C 2.05 1.89 -0.17 -0.806
C 1.54 1.49 1.21 -0.615
P 0.33 0.13 1.36 -0.221
C 1.26 -1.27 0.60 -1.171
N -1.01 0.35 0.13 0.200
C -2.04 -0.43 0.61 -0.020
N -1.98 -1.72 0.76 0.160
C -3.09 -2.51 1.25 -1.059
C -4.18 -2.55 0.18 0.716
O -3.93 -2.71 -0.99 -0.496
O -5.41 -2.37 0.69 -0.478
N -3.13 0.31 0.86 -0.304
C -3.09 1.27 -0.30 -0.551
C -4.20 2.32 -0.37 -0.841
C -5.11 2.41 0.85 -0.838
O -4.44 2.69 2.05 -0.577
C -1.61 1.70 -0.12 1.267
C -1.46 2.70 0.99 -1.814
C -1.12 2.20 -1.52 0.594
F -0.68 3.47 -1.45 -0.256
F -0.14 1.42 -2.04 -0.245
F -2.15 2.19 -2.43 -0.322
H 2.97 2.45 -0.03 0.394
H 1.37 2.55 -0.70 0.035
H 2.29 1.05 -0.81 0.282
H 1.19 2.33 1.77 0.429
H 2.39 1.11 1.77 0.556
H 0.69 -1.77 -0.17 0.448
H 2.14 -0.88 0.09 0.386
H 1.60 -1.96 1.37 0.360
H -1.14 -2.22 0.53 0.110
H -3.48 -2.11 2.18 0.388
H -2.76 -3.53 1.40 0.552
H -6.00 -2.09 -0.02 0.393
H -4.00 -0.19 1.00 0.387
H -3.21 0.61 -1.14 0.653
H -4.82 2.05 -1.21 0.326
H -3.76 3.28 -0.62 0.504
H -5.73 1.52 0.93 0.290
H -5.79 3.23 0.68 0.511
H -4.14 1.89 2.47 0.342
H -0.50 3.21 0.88 0.459
H -1.50 2.22 1.95 0.503
H -2.22 3.47 0.96 0.374
C 0.98 -9.69 -1.47 -0.499
C 0.66 -10.42 -2.61 -0.490
C -0.48 -10.10 -3.34 -0.551
C -1.29 -9.06 -2.92 0.193
C -0.98 -8.34 -1.76 0.109
C 0.17 -8.66 -1.04 -0.527
C -1.86 -7.25 -1.28 0.587
O -1.59 -6.61 -0.27 -0.713
C -3.10 -6.95 -2.05 0.135
C -3.97 -5.98 -1.58 -0.464
C -5.11 -5.67 -2.28 -0.358
C -5.40 -6.34 -3.47 -0.564
C -4.55 -7.32 -3.94 -0.613
C -3.40 -7.64 -3.23 0.336
C -2.50 -8.72 -3.73 0.560
O -2.75 -9.30 -4.76 -0.641
H 1.87 -9.94 -0.91 0.405
H 1.29 -11.23 -2.93 0.407
H -0.73 -10.65 -4.23 0.482
H 0.41 -8.10 -0.16 0.463
H -3.73 -5.46 -0.66 0.454
H -5.79 -4.91 -1.91 0.387
H -6.30 -6.09 -4.02 0.396
H -4.77 -7.84 -4.86 0.495
C 6.73 4.62 4.60 -0.544
C 7.56 5.73 4.74 -0.486
C 7.40 6.82 3.90 -0.589
C 6.43 6.81 2.91 0.373
C 5.61 5.68 2.76 0.157
C 5.76 4.60 3.61 -0.532
C 4.58 5.63 1.69 0.497
O 3.87 4.65 1.56 -0.641
C 4.46 6.79 0.77 0.104
C 3.55 6.74 -0.28 -0.538
C 3.42 7.82 -1.14 -0.590
C 4.19 8.96 -0.95 -0.467
C 5.10 9.01 0.09 -0.645
C 5.25 7.93 0.94 0.411
C 6.26 8.00 2.04 0.475
O 6.93 8.99 2.20 -0.657
H 6.85 3.77 5.26 0.410
H 8.33 5.75 5.50 0.400
H 8.04 7.69 4.01 0.483
H 5.12 3.74 3.50 0.475
H 2.95 5.85 -0.42 0.611
H 2.71 7.77 -1.95 0.414
H 4.08 9.80 -1.61 0.394
H 5.71 9.90 0.24 0.489
```

Results
- Charge: +1
- Maximum force: 1.576 eV Å⁻¹
- LUMO level: -2.662 eV
- HOMO: -11.28 eV

No. 5
DFT (ωB97M-V/def2-TZVPD) results for a structure of composition C40H40As2N5O2Pt.

Structure (XYZ):
```
90
Properties=species:S:1:pos:R:3:mulliken_charge:R:1
Pt -0.07 0.45 0.10 1.705
C -1.16 -2.78 1.13 -1.219
C -0.93 -2.02 2.42 -1.414
As 0.37 -0.57 2.20 2.234
C 0.05 0.51 3.75 0.392
C 0.27 -0.09 4.99 -0.399
C -0.02 0.62 6.15 -0.794
C -0.52 1.91 6.07 -0.493
C -0.73 2.50 4.83 -0.825
C -0.45 1.80 3.66 -0.543
C 2.07 -1.39 2.59 -0.022
C 2.37 -2.66 2.11 -0.320
C 3.63 -3.21 2.32 -0.883
C 4.59 -2.49 3.02 -0.538
C 4.29 -1.22 3.51 -0.812
C 3.03 -0.68 3.30 -0.644
As -1.44 -1.55 -0.36 0.865
C -1.69 -2.76 -1.84 0.507
C -2.86 -2.72 -2.59 -0.392
C -3.06 -3.67 -3.59 -0.758
C -2.09 -4.63 -3.84 -0.554
C -0.92 -4.65 -3.10 -0.833
C -0.71 -3.71 -2.10 -0.313
C -3.25 -0.93 -0.03 0.088
C -3.68 0.24 -0.64 -0.245
C -4.96 0.73 -0.42 -0.826
C -5.82 0.04 0.42 -0.655
C -5.41 -1.14 1.03 -0.807
C -4.14 -1.63 0.79 -0.326
H -2.02 -3.44 1.17 0.762
H -0.30 -3.41 0.87 0.521
H -0.57 -2.66 3.23 0.607
H -1.84 -1.53 2.76 0.533
H 0.67 -1.09 5.06 0.370
H 0.15 0.16 7.11 0.410
H -0.74 2.46 6.98 0.401
H -1.12 3.51 4.77 0.449
H -0.62 2.27 2.71 0.493
H 1.64 -3.24 1.55 0.267
H 3.86 -4.20 1.95 0.439
H 5.57 -2.91 3.18 0.429
H 5.03 -0.66 4.05 0.425
H 2.80 0.31 3.69 0.485
H -3.62 -1.98 -2.40 0.395
H -3.97 -3.64 -4.17 0.417
H -2.25 -5.36 -4.62 0.389
H -0.16 -5.39 -3.31 0.414
H 0.22 -3.72 -1.55 0.221
H -3.02 0.78 -1.30 0.423
H -5.28 1.64 -0.90 0.483
H -6.82 0.43 0.61 0.394
H -6.09 -1.68 1.67 0.446
H -3.85 -2.57 1.26 0.343
O -0.50 1.31 -3.65 -0.651
C -0.86 1.99 -2.72 -0.592
N -0.65 1.73 -1.37 1.028
C -1.17 2.72 -0.61 0.546
O -1.07 2.62 0.63 -0.765
C -1.79 3.76 -1.47 0.281
C -2.46 4.93 -1.20 -0.524
C -2.93 5.65 -2.29 -0.586
C -2.73 5.21 -3.60 -0.547
C -2.05 4.02 -3.86 -0.675
C -1.59 3.31 -2.77 0.159
H -2.61 5.27 -0.19 0.533
H -3.47 6.58 -2.13 0.437
H -3.11 5.80 -4.42 0.419
H -1.89 3.66 -4.87 0.513
C 2.04 -0.34 -2.07 -0.528
N 3.31 -0.34 -2.77 0.139
C 4.37 -0.75 -1.84 -0.700
N 4.46 0.16 -0.70 0.210
C 3.19 0.17 -0.02 -0.504
N 2.06 0.59 -0.89 0.174
C 2.41 1.95 -1.41 -0.566
N 3.68 1.96 -2.11 0.071
C 3.59 1.02 -3.23 -0.732
C 4.73 1.51 -1.20 -0.659
H 1.81 -1.34 -1.70 0.140
H 1.25 -0.01 -2.74 0.022
H 5.32 -0.76 -2.37 0.371
H 4.16 -1.75 -1.48 0.287
H 3.22 0.85 0.84 0.294
H 2.97 -0.84 0.34 -0.076
H 2.42 2.64 -0.56 0.219
H 1.63 2.25 -2.11 0.182
H 4.54 1.02 -3.76 0.319
H 2.80 1.34 -3.91 0.376
H 4.79 2.20 -0.35 0.339
H 5.68 1.52 -1.72 0.349
```

Results
- Energy relative to the best compared isomer or geometry (same formula, charge and spin): 0.0 kcal per mole
- Charge: +1
- Maximum force: 1.389 eV Å⁻¹
- LUMO level (spin up / spin down): -3.388 / -3.389 eV
- HOMO (spin up / spin down): -10.61 / -10.61 eV

Question: Look up the maximum force of the fifth one.
Answer: 1.389 eV Å⁻¹

Question: Which of these has the lowest maximum force?
Answer: C40H37N8O3S3Ti